[1]
Computed, not measured: a molecular structure, C28H46AsBBeFN6Si2 in a non-equilibrium geometry, with ωB97M-V/def2-TZVPD.

Each line ends with the Löwdin charge.
Element x y z (Å)
Be 0.35 -1.43 -1.01  0.126
C 2.43 1.13 -1.34  -0.025
C 2.72 -0.24 -0.71  -0.244
C 3.95 -0.66 -0.16  0.028
C 3.62 -1.84 0.54  -0.272
C 4.54 -2.82 1.23  -0.023
N 2.29 -2.08 0.52  0.064
N 1.74 -1.12 -0.36  0.051
B 1.48 -2.57 1.77  -0.479
N 1.35 -1.40 2.77  0.043
N 1.46 -0.03 2.46  0.137
C 1.21 0.67 3.55  -0.340
C 1.14 2.20 3.55  -0.033
C 1.11 -0.22 4.65  -0.024
C 1.23 -1.50 4.14  -0.288
C 1.25 -2.79 4.92  -0.038
N 0.24 -3.03 0.95  0.075
N -0.53 -2.16 0.10  0.068
C -1.82 -2.67 0.07  -0.249
C -2.99 -1.91 -0.56  -0.039
C -1.82 -3.92 0.68  0.018
C -0.50 -4.11 1.18  -0.261
C 0.04 -5.43 1.71  -0.021
H 3.14 1.89 -1.01  0.082
H 1.42 1.38 -1.08  -0.028
H 2.45 1.08 -2.44  0.076
H 4.93 -0.16 -0.21  0.118
H 5.59 -2.51 1.14  0.080
H 4.45 -3.81 0.80  0.082
H 4.27 -2.90 2.28  0.067
H 2.02 -3.55 2.29  0.119
H 0.83 2.50 2.53  0.060
H 2.13 2.63 3.70  0.060
H 0.45 2.61 4.28  0.058
H 1.00 0.07 5.69  0.097
H 1.23 -2.54 5.99  0.082
H 2.08 -3.41 4.68  0.051
H 0.37 -3.40 4.70  0.072
H -2.75 -0.83 -0.71  0.010
H -3.87 -1.96 0.08  0.073
H -3.22 -2.30 -1.54  0.068
H -2.65 -4.64 0.70  0.112
H -0.66 -6.23 1.43  0.080
H 0.09 -5.39 2.80  0.073
H 1.03 -5.62 1.32  0.079
C -2.56 3.26 2.36  -0.256
Si -2.98 1.86 1.15  0.097
C -4.73 2.07 0.57  -0.271
C -3.19 0.30 2.22  -0.243
As -1.25 1.63 -0.43  0.628
Si -1.12 3.73 -1.53  0.090
C 0.50 3.83 -2.52  -0.247
C -2.41 3.93 -2.82  -0.275
C -1.04 5.27 -0.46  -0.254
H -3.36 4.01 2.43  0.009
H -1.63 3.71 1.99  -0.019
H -2.36 2.85 3.39  0.021
H -5.42 2.20 1.40  0.023
H -4.94 1.12 0.03  0.020
H -4.81 2.92 -0.14  0.016
H -3.32 0.59 3.28  0.015
H -2.30 -0.36 2.14  0.015
H -4.05 -0.31 1.92  0.005
H 0.53 3.06 -3.29  -0.003
H 1.39 3.65 -1.89  0.006
H 0.58 4.80 -3.03  0.024
H -2.19 3.38 -3.78  0.032
H -2.59 4.98 -3.05  0.014
H -3.37 3.50 -2.41  0.014
H -0.15 5.20 0.19  0.023
H -1.93 5.26 0.19  0.007
H -0.93 6.21 -1.03  0.019
F 2.06 0.85 -7.23  -0.009
C 1.65 0.32 -6.01  -0.263
C 2.25 -0.82 -5.50  -0.040
C 1.63 -1.45 -4.43  -0.047
C 0.43 -0.91 -3.86  -0.273
C -0.21 -1.53 -2.65  -0.147
C -0.17 0.20 -4.47  -0.064
C 0.48 0.88 -5.47  -0.032
H 3.17 -1.22 -5.90  0.100
H 2.02 -2.40 -4.01  0.111
H -0.18 -2.61 -2.77  0.056
H -1.26 -1.22 -2.61  0.040
H -1.12 0.54 -4.11  0.103
H 0.06 1.79 -5.90  0.115

Calculated values
ΔE to the lowest compared entry with this formula, charge and spin = 48.7 kJ/mol
spin multiplicity = 1
LUMO energy = 2.25 eV
charge = -1


[2]
Computed, not measured: 8 unconnected molecules or ions with the total composition C28H46Cl14N2O in a non-equilibrium geometry, with ωB97M-V/def2-TZVPD.

Each line ends with the Löwdin charge.
Element x y z (Å)
C -4.11 -3.23 -3.26  -0.147
C -3.38 -2.00 -4.09  -0.219
C -1.75 -2.14 -3.90  -0.316
C -0.89 -1.96 -5.28  -0.133
C -1.25 -1.16 -2.67  -0.118
C -1.00 0.42 -2.96  -0.039
N -0.57 1.46 -1.95  0.030
C -0.42 0.80 -0.61  -0.155
C 0.00 1.79 0.66  -0.004
C 0.20 1.25 2.22  -0.205
C -0.01 -0.35 2.51  -0.135
C 0.13 -1.04 4.02  -0.143
C -1.44 -1.40 4.47  -0.258
O -1.53 -2.11 5.75  -0.163
C -0.42 -1.35 1.27  0.029
C -0.63 -0.78 -0.29  -0.137
N -1.04 -1.79 -1.32  0.081
H -5.26 -3.03 -3.05  0.079
H -4.05 -4.25 -3.84  0.074
H -3.58 -3.32 -2.19  0.085
H -3.73 -1.93 -5.22  0.111
H -3.72 -0.97 -3.59  0.112
H -1.58 -3.27 -3.54  0.124
H 0.27 -2.15 -5.08  0.008
H -1.25 -2.78 -6.05  0.085
H -0.95 -0.87 -5.72  0.068
H -1.19 0.81 -4.07  0.115
H 0.19 2.96 0.51  0.091
H 0.47 2.01 3.07  -0.064
H 0.76 -2.03 3.86  0.122
H 0.63 -0.30 4.78  0.120
H -1.89 -2.05 3.58  0.094
H -1.99 -0.33 4.50  0.079
H -1.82 -3.05 5.51  0.028
H -0.57 -2.50 1.51  0.104
Cl 2.02 0.51 -5.45  0.544
C 2.39 1.73 -4.21  -0.656
C 3.86 1.71 -3.80  -0.651
Cl 4.29 0.24 -2.90  0.556
H 1.73 1.56 -3.35  0.041
H 2.13 2.70 -4.64  0.075
H 4.07 2.56 -3.15  0.073
H 4.51 1.79 -4.68  0.071
Cl 8.19 -2.00 -4.97  0.531
C 6.76 -2.45 -4.01  -0.677
C 7.06 -3.58 -3.03  -0.664
Cl 7.35 -5.12 -3.86  0.525
H 5.95 -2.72 -4.70  0.066
H 6.45 -1.55 -3.46  0.024
H 6.20 -3.73 -2.37  0.073
H 7.93 -3.35 -2.41  0.070
Cl -4.91 -4.13 7.67  0.544
C -5.67 -3.44 6.22  -0.658
C -5.39 -4.26 4.97  -0.637
Cl -3.69 -4.18 4.48  0.609
H -5.32 -2.41 6.11  0.069
H -6.75 -3.41 6.41  0.072
H -5.99 -3.88 4.13  0.075
H -5.66 -5.31 5.12  0.072
Cl 2.20 -3.70 -4.65  0.564
C 2.22 -5.18 -5.64  -0.644
C 0.88 -5.43 -6.32  -0.657
Cl -0.40 -5.86 -5.16  0.543
H 2.50 -6.02 -4.99  0.071
H 3.00 -5.05 -6.39  0.074
H 0.97 -6.27 -7.02  0.073
H 0.55 -4.55 -6.89  0.063
Cl 2.92 5.41 0.99  0.522
C 3.43 5.03 2.65  -0.669
C 3.67 3.54 2.85  -0.596
Cl 2.16 2.60 2.77  0.723
H 2.66 5.41 3.34  0.022
H 4.35 5.58 2.84  0.075
H 4.10 3.36 3.84  0.075
H 4.36 3.14 2.10  0.073
Cl 0.17 10.85 2.48  0.533
C 0.21 9.44 1.39  -0.665
C -0.19 8.16 2.10  -0.652
Cl 1.02 7.64 3.30  0.557
H 1.22 9.37 0.97  0.070
H -0.49 9.65 0.57  0.072
H -0.27 7.35 1.37  0.072
H -1.15 8.26 2.61  0.070
Cl -3.27 2.32 7.94  0.539
C -4.04 3.02 6.49  -0.666
C -3.76 2.19 5.24  -0.649
Cl -2.05 2.28 4.75  0.581
H -3.68 4.05 6.38  0.068
H -5.11 3.05 6.68  0.071
H -4.35 2.58 4.40  0.075
H -4.02 1.14 5.39  0.065

Calculated values
spin multiplicity = 1
LUMO energy = -0.90 eV
SMILES string = CC[C@@H](C)c1cnc2ccc(CCO)cc2n1.ClCCCl.ClCCCl.ClCCCl.ClCCCl.ClCCCl.ClCCCl.ClCCCl


no.,total energy (eV)
1,-119118.6614
2,-210111.4689